This record from the OMol25 dataset describes a gas-phase ion, C5H4NO4P (charge -2). The level of theory is ωB97M-V/def2-TZVPD.

```
15
Properties=species:S:1:pos:R:3
P -1.68 -0.47 -2.11
O 1.82 0.67 1.03
O -2.90 0.47 -1.96
O -1.91 -1.89 -1.80
O -0.88 -0.16 -3.32
N 2.03 1.71 -1.02
C 1.33 0.99 -0.18
C -0.58 0.18 -0.51
C -0.11 -0.55 1.85
C 1.18 -0.09 1.92
C -0.86 -0.34 0.63
H 3.01 2.04 -0.53
H -0.42 -1.23 2.64
H -1.76 -0.93 0.58
H 1.74 -0.40 2.79
```

Net charge: -2
E_HOMO, eV: 0.343
E, Ha: -889.9182
Largest force on an atom, eV Å⁻¹: 4.1
Energy relative to the best compared isomer or geometry (same formula, charge and spin), eV: 2.470
Orbital gap, Eh: 0.194

Results of the natural (NBO) charge analysis, in e, for atoms 1 through 4: 2.389, -0.540, -1.238, -1.220

=====

This record from the OMol25 dataset describes a molecular structure, C5H4O. The level of theory is ωB97M-V/def2-TZVPD.

```
10
Properties=species:S:1:pos:R:3
O -0.45 0.97 -1.33
C 0.27 -0.11 0.69
C 0.65 -1.04 -0.25
C 0.61 0.22 -0.99
C -0.93 0.63 0.07
C 1.75 0.03 -0.17
H -1.23 1.59 0.55
H 0.57 -0.07 1.72
H 0.48 -2.06 -0.29
H -1.71 -0.15 0.00
```

Net charge: 0
E_HOMO, eV: -8.642
E, Ha: -267.8650
Largest force on an atom, eV Å⁻¹: 2.5
Energy relative to the best compared isomer or geometry (same formula, charge and spin), eV: 6.731
Orbital gap, Eh: 0.325

Results of the natural (NBO) charge analysis, in e, for atoms 1 through 4: -0.461, -0.237, -0.384, 0.425

=====

This record from the OMol25 dataset describes C5H4O2 in the gas phase. The level of theory is ωB97M-V/def2-TZVPD.

```
11
Properties=species:S:1:pos:R:3
O -1.76 0.74 -0.40
O 0.48 1.22 -0.64
C 1.12 0.10 -1.06
C -0.53 0.71 0.24
C 0.80 -1.05 -0.42
C -0.01 -0.62 0.69
C -0.35 0.30 1.59
H -0.65 0.49 2.61
H 1.17 -2.04 -0.64
H -2.13 -0.11 -0.13
H 1.86 0.26 -1.84
```

Net charge: 0
E_HOMO, eV: -9.073
E, Ha: -343.2431
SMILES: O[C@@]12C=C1C=CO2
Largest force on an atom, eV Å⁻¹: 0.7
Energy relative to the best compared isomer or geometry (same formula, charge and spin), eV: 4.062
Orbital gap, Eh: 0.356

Results of the natural (NBO) charge analysis, in e, for atoms 1 through 4: -0.698, -0.450, 0.216, 0.421

=====

This record from the OMol25 dataset describes 2 unconnected molecules or ions with the total composition C5H4O2. The level of theory is ωB97M-V/def2-TZVPD.

```
11
Properties=species:S:1:pos:R:3
O -0.86 0.86 -0.73
O -2.10 -0.71 0.31
C -1.00 -0.33 0.07
C 0.33 -0.76 0.38
C 1.35 -0.19 0.04
C 1.54 0.98 -0.74
C 0.30 1.43 -1.08
H -1.32 -2.31 2.05
H 0.14 2.32 -1.68
H 2.46 1.47 -1.03
H -0.84 -2.75 2.41
```

Net charge: 0
E_HOMO, eV: -9.691
E, Ha: -343.2340
SMILES: O=c1c#ccco1.[H][H]
Largest force on an atom, eV Å⁻¹: 0.7
Energy relative to the best compared isomer or geometry (same formula, charge and spin), eV: 4.311
Orbital gap, Eh: 0.333

Results of the natural (NBO) charge analysis, in e, for atoms 1 through 4: -0.456, -0.521, 0.712, -0.143

=====

This record from the OMol25 dataset describes C5H4O2 in the gas phase. The level of theory is ωB97M-V/def2-TZVPD.

```
11
Properties=species:S:1:pos:R:3
O -0.65 2.31 -0.18
O 2.04 1.23 0.32
C 0.90 -0.94 0.17
C -1.30 -0.06 -0.19
C -0.54 -1.35 -0.01
C 1.04 0.57 0.17
C -0.38 1.14 -0.09
H -2.09 -0.04 0.59
H -1.85 -0.08 -1.15
H 1.45 -1.40 -0.67
H 1.38 -1.40 1.04
```

Net charge: 0
E_HOMO, eV: -8.771
E, Ha: -343.2555
Largest force on an atom, eV Å⁻¹: 0.6
Energy relative to the best compared isomer or geometry (same formula, charge and spin), eV: 3.725
Orbital gap, Eh: 0.288

Results of the natural (NBO) charge analysis, in e, for atoms 1 through 4: -0.448, -0.450, -0.732, -0.726

=====

This record from the OMol25 dataset describes C5H4O2 in the gas phase. The level of theory is ωB97M-V/def2-TZVPD.

```
11
Properties=species:S:1:pos:R:3
O -1.97 0.03 1.33
O -2.78 -0.41 -0.88
C -1.94 -0.32 0.19
C 1.70 0.25 0.03
C 2.87 1.01 -0.12
C 0.57 -0.41 -0.04
C -0.65 -1.06 0.04
H 2.50 1.94 0.21
H -0.74 -2.08 0.16
H -3.50 0.24 -0.90
H 3.93 0.83 -0.02
```

⟨S²⟩: 2.017
Net charge: 0
E_HOMO (alpha / beta), eV: -6.487 / -9.432
Multiplicity: 3
E, Ha: -343.1764
Largest force on an atom, eV Å⁻¹: 8.3
Energy relative to the best compared isomer or geometry (same formula, charge and spin), eV: 1.069
Orbital gap (alpha / beta), Eh: 0.257 / 0.271

Results of the natural (NBO) charge analysis, in e, for atoms 1 through 4: -0.504, -0.674, 0.770, -0.016

=====

This record from the OMol25 dataset describes a gas-phase ion, C5H4O2PS (charge -1). The level of theory is ωB97M-V/def2-TZVPD.

```
13
Properties=species:S:1:pos:R:3
S 2.79 -2.40 0.27
P 2.19 -0.64 -0.04
O 3.00 0.54 0.21
O -4.43 -1.86 -0.32
C 0.27 -0.20 0.41
C 0.71 -0.32 -1.13
C -2.19 -1.00 0.32
C -3.32 -1.43 -0.02
C -1.01 -0.62 0.86
H 0.25 -1.14 -1.78
H -1.09 -0.58 1.99
H 0.43 0.83 0.68
H 0.48 0.55 -1.60
```

Net charge: -1
E_HOMO (alpha / beta), eV: -4.533 / -4.533
E, Ha: -1082.9385
SMILES: O=C=C=C[C@@H]1C[P@]1([O-])=S
Largest force on an atom, eV Å⁻¹: 3.9
Energy relative to the best compared isomer or geometry (same formula, charge and spin), eV: 0.412
Orbital gap (alpha / beta), Eh: 0.271 / 0.271

Results of the natural (NBO) charge analysis, in e, for atoms 1 through 4: -0.653, 1.706, -1.109, -0.599

=====

This record from the OMol25 dataset describes a molecular structure, C5H4O2Tl. The level of theory is ωB97M-V/def2-TZVPD.

```
12
Properties=species:S:1:pos:R:3
Tl -1.92 -1.40 0.50
O -0.78 0.38 1.40
O 0.52 2.39 -1.20
C -0.32 -0.93 1.84
C 0.28 -1.08 -1.80
C 0.25 1.21 -0.47
C -0.01 1.36 0.86
C 0.31 -0.02 -1.17
H 0.43 -1.97 -2.38
H 0.71 -1.19 1.51
H -0.41 -0.94 2.94
H 0.94 2.20 -2.04
```

⟨S²⟩: 0.775
Net charge: 0
E_HOMO (alpha / beta), eV: -7.640 / -7.642
Multiplicity: 2
E, Ha: -515.5995
Largest force on an atom, eV Å⁻¹: 4.0
Orbital gap (alpha / beta), Eh: 0.283 / 0.234

Results of the Löwdin charge analysis, in e, for atoms 1 through 4: 0.811, -0.404, 0.015, -0.383

=====

This record from the OMol25 dataset describes a molecular structure, C5H4O3. The level of theory is ωB97M-V/def2-TZVPD.

```
12
Properties=species:S:1:pos:R:3
O 2.70 1.10 1.02
O -0.04 -1.11 -1.54
O 1.86 -1.50 -0.23
C 1.46 1.15 1.16
C 0.82 -0.74 -0.49
C -0.92 0.40 0.02
C 0.37 0.41 0.29
C -1.47 -0.64 -1.09
H -2.01 -1.33 -0.24
H -1.92 -0.19 -1.90
H -1.91 0.74 0.90
H 1.07 1.71 2.10
```

Net charge: 0
E_HOMO, eV: -10.106
E, Ha: -418.4869
Largest force on an atom, eV Å⁻¹: 8.2
Energy relative to the best compared isomer or geometry (same formula, charge and spin), eV: 4.760
Orbital gap, Eh: 0.346

Results of the natural (NBO) charge analysis, in e, for atoms 1 through 4: -0.448, -0.499, -0.547, 0.422

=====

This record from the OMol25 dataset describes a molecular structure, C5H4O4Y. The level of theory is ωB97M-V/def2-TZVPD.

```
14
Properties=species:S:1:pos:R:3
Y 1.69 -4.52 -0.28
O 0.21 -1.69 1.84
O 0.74 -2.29 -0.20
O -1.81 2.01 -1.34
O -0.04 -0.25 0.16
C 1.13 1.55 0.80
C -1.37 -0.35 -1.00
C 0.42 -1.42 0.60
C 1.79 2.61 0.86
C -1.79 0.73 -1.57
H 2.34 3.54 0.77
H -1.73 -1.36 -1.08
H -0.42 -1.05 2.31
H -1.16 2.50 -1.87
```

⟨S²⟩: 1.785
Net charge: +2
E_HOMO (alpha / beta), eV: -15.436 / -15.023
Multiplicity: 2
E, Ha: -531.1566
Largest force on an atom, eV Å⁻¹: 5.3
Energy relative to the best compared isomer or geometry (same formula, charge and spin), eV: 3.632
Orbital gap (alpha / beta), Eh: 0.199 / 0.180

Results of the natural (NBO) charge analysis, in e, for atoms 1 through 4: 1.914, -0.643, -0.862, -0.556

=====

This record from the OMol25 dataset describes a molecular structure, C5H4O4Yb. The level of theory is ωB97M-V/def2-TZVPD.

```
14
Properties=species:S:1:pos:R:3
Yb 3.18 2.31 -0.82
O 1.57 0.73 -0.08
O -0.04 -0.62 0.69
O 1.27 -2.32 1.90
O -0.38 1.55 0.57
C 0.89 -1.73 0.85
C 0.44 0.60 0.36
C -4.42 0.90 0.72
C 0.82 -2.04 -0.43
C -4.25 0.54 -0.42
H -1.25 1.28 0.94
H -4.15 -0.05 1.36
H 1.31 -2.21 -1.40
H 0.91 -3.21 2.03
```

⟨S²⟩: 0.764
Net charge: +3
E_HOMO (alpha / beta), eV: -18.942 / -18.497
Multiplicity: 2
E, Ha: -1651.0204
Largest force on an atom, eV Å⁻¹: 5.4
Energy relative to the best compared isomer or geometry (same formula, charge and spin), eV: 3.295
Orbital gap (alpha / beta), Eh: 0.173 / 0.156

Results of the natural (NBO) charge analysis, in e, for atoms 1 through 4: 1.974, -0.827, -0.434, -0.560

=====

This record from the OMol25 dataset describes 2 unconnected molecules or ions with the total composition C5H4O5. The level of theory is ωB97M-V/def2-TZVPD.

```
14
Properties=species:S:1:pos:R:3
O 1.68 0.10 -3.87
O 1.08 1.95 -1.07
O -2.23 0.93 -1.14
O -0.17 0.99 -4.95
O -1.72 3.15 -1.29
C 0.71 0.71 -4.16
C 0.84 0.56 -1.01
C -1.46 1.89 -1.36
C -0.01 1.42 -1.82
C 0.48 0.28 0.49
H 1.31 0.40 1.18
H 1.66 -0.10 -1.35
H -0.26 1.06 0.71
H 0.16 -0.71 0.64
```

Net charge: -2
E_HOMO (alpha / beta), eV: 1.605 / 1.606
E, Ha: -569.0222
Largest force on an atom, eV Å⁻¹: 3.2
Orbital gap (alpha / beta), Eh: 0.180 / 0.180

Results of the natural (NBO) charge analysis, in e, for atoms 1 through 4: -0.675, -0.586, -0.809, -0.682

=====

This record from the OMol25 dataset describes a gas-phase ion, C5H4O5P (charge -1). The level of theory is ωB97M-V/def2-TZVPD.

```
15
Properties=species:S:1:pos:R:3
P -1.25 -0.95 -1.69
O -0.69 0.87 -1.67
O -1.04 -1.87 2.08
O -1.51 -1.41 -0.04
O 1.13 2.20 -1.43
O -2.62 -0.94 -2.18
C 0.52 0.59 0.14
C -1.10 -1.07 1.13
C 0.36 1.35 -1.05
C -0.69 0.34 0.91
C 1.83 0.13 0.70
H 2.52 0.92 0.41
H -1.56 0.86 0.62
H 1.83 -0.14 1.77
H 2.27 -0.87 0.32
```

Net charge: -1
E_HOMO, eV: -5.044
E, Ha: -910.5512
SMILES: CC1=CC(=O)OP([O-])OC1=O
Largest force on an atom, eV Å⁻¹: 7.6
Energy relative to the best compared isomer or geometry (same formula, charge and spin), eV: 0.908
Orbital gap, Eh: 0.300

Results of the natural (NBO) charge analysis, in e, for atoms 1 through 4: 1.553, -0.765, -0.631, -0.767

=====

This record from the OMol25 dataset describes a molecular structure, C5H4O7Rh. The level of theory is ωB97M-V/def2-TZVPD.

```
17
Properties=species:S:1:pos:R:3
Rh 0.60 -0.26 1.07
O 4.07 -2.00 1.24
O -1.10 0.16 1.53
O -1.90 -0.03 -1.33
O -0.51 -1.13 -2.69
O 3.78 -0.54 -1.16
O 1.81 0.14 -0.38
O 2.01 -1.35 1.78
C 3.02 -1.43 1.00
C -0.92 -0.14 -2.18
C 2.85 -0.59 -0.36
C -1.99 1.15 -0.49
C -2.20 0.76 0.97
H -2.85 1.71 -0.88
H -3.10 0.11 1.03
H -1.07 1.73 -0.62
H -2.48 1.71 1.49
```

⟨S²⟩: 8.764
Net charge: 0
E_HOMO (alpha / beta), eV: -9.412 / -9.917
Multiplicity: 6
E, Ha: -829.9325
Largest force on an atom, eV Å⁻¹: 4.9
Energy relative to the best compared isomer or geometry (same formula, charge and spin), eV: 0.000
Orbital gap (alpha / beta), Eh: 0.343 / 0.217

Results of the natural (NBO) charge analysis, in e, for atoms 1 through 4: 1.607, -0.514, -0.677, -0.521

=====

This record from the OMol25 dataset describes C5H4OS in the gas phase. The level of theory is ωB97M-V/def2-TZVPD.

```
11
Properties=species:S:1:pos:R:3
S 0.88 -2.71 -0.01
O -0.46 1.60 -0.03
C 0.94 -0.14 0.88
C -1.01 0.66 -0.86
C 0.51 1.15 0.80
C -0.72 -0.64 -0.83
C 0.38 -1.15 0.02
H 0.72 1.93 1.52
H 1.73 -0.37 1.50
H -1.27 -1.38 -1.44
H -1.70 1.03 -1.56
```

Net charge: 0
E_HOMO, eV: -8.370
E, Ha: -666.3065
SMILES: S=c1ccocc1
Largest force on an atom, eV Å⁻¹: 2.9
Energy relative to the best compared isomer or geometry (same formula, charge and spin), eV: 0.828
Orbital gap, Eh: 0.296

Results of the natural (NBO) charge analysis, in e, for atoms 1 through 4: -0.066, -0.424, -0.323, 0.172

=====

This record from the OMol25 dataset describes C5H4S in the gas phase. The level of theory is ωB97M-V/def2-TZVPD.

```
10
Properties=species:S:1:pos:R:3
S 2.71 0.40 0.00
C -0.71 2.19 0.00
C 0.15 1.36 0.01
C 0.50 -1.05 -0.01
C -0.81 -1.31 -0.02
C 1.10 0.28 -0.03
H 1.12 -1.94 -0.01
H -1.58 -0.53 -0.03
H -1.08 -2.34 0.13
H -1.43 2.95 -0.04
```

Net charge: 0
E_HOMO, eV: -8.991
E, Ha: -590.9940
SMILES: C#CC(=S)C=C
Largest force on an atom, eV Å⁻¹: 1.2
Energy relative to the best compared isomer or geometry (same formula, charge and spin), eV: 1.564
Orbital gap, Eh: 0.288

Results of the natural (NBO) charge analysis, in e, for atoms 1 through 4: 0.110, -0.146, -0.067, -0.251

=====

This record from the OMol25 dataset describes C5H4S in the gas phase. The level of theory is ωB97M-V/def2-TZVPD.

```
10
Properties=species:S:1:pos:R:3
S -2.31 -0.93 -1.86
C -0.09 0.51 -0.03
C 1.73 1.91 1.26
C 0.97 1.23 0.61
C -0.12 -0.85 -0.14
C -1.18 -1.53 -0.86
H -0.83 1.18 -0.49
H 0.63 -1.45 0.38
H -1.20 -2.62 -0.68
H 2.38 2.54 1.81
```

Net charge: 0
E_HOMO, eV: -8.831
E, Ha: -590.9953
SMILES: C#C/C=C/C=S
Largest force on an atom, eV Å⁻¹: 1.9
Energy relative to the best compared isomer or geometry (same formula, charge and spin), eV: 1.530
Orbital gap, Eh: 0.277

Results of the natural (NBO) charge analysis, in e, for atoms 1 through 4: 0.040, -0.160, -0.171, -0.066

=====

This record from the OMol25 dataset describes a molecular structure, C5H5AuCl2EuNO4. The level of theory is ωB97M-V/def2-TZVPD.

```
19
Properties=species:S:1:pos:R:3
Au -0.01 -0.62 0.37
Eu -1.33 -1.95 -1.94
Cl -2.10 0.43 -1.13
Cl 1.29 -2.26 -1.88
O 0.31 1.48 -0.27
O -1.44 -5.76 -2.02
O -5.18 -2.52 -1.38
O 2.39 -1.66 1.93
N 0.86 3.59 0.07
C 0.89 2.32 0.48
C -1.52 -4.62 -1.88
C 1.57 1.91 1.74
C -4.05 -2.42 -1.45
C 1.40 -1.41 1.38
H 2.39 1.22 1.53
H 0.35 3.75 -0.79
H 0.89 1.40 2.42
H 1.98 2.76 2.26
H 1.29 4.36 0.54
```

⟨S²⟩: 20.064
Net charge: +4
E_HOMO (alpha / beta), eV: -26.150 / -26.056
Multiplicity: 9
E, Ha: -2313.7190
Largest force on an atom, eV Å⁻¹: 7.3
Energy relative to the best compared isomer or geometry (same formula, charge and spin), eV: 0.703
Orbital gap (alpha / beta), Eh: 0.269 / 0.219

Results of the natural (NBO) charge analysis, in e, for atoms 1 through 4: 0.815, 1.892, -0.380, -0.009